Computed, not measured: a 2-piece molecular cluster, C4H7N3 overall at a distorted geometry, with ωB97M-V with the def2-TZVPD basis set.

Computed properties:
- Highest occupied orbital energy: -0.321 hartree
- E: -8728.91888 eV
- Charge: 0
- HOMO-LUMO gap: 9.10 eV
- 2S+1: 1

Last column: Löwdin charge in e.
Cartesian coordinates (Å):
C  -0.73893  0.74395  -0.45325  -0.179
C  -2.15985  0.45607  -0.10063  -0.063
N  1.96826  -1.39508  -1.20171  0.081
C  1.17822  -0.72171  -0.37837  -0.263
N  0.09596  -0.16335  -0.74396  0.059
C  1.08890  0.42587  2.21599  -0.179
N  0.56779  1.17178  2.91786  -0.006
H  -0.39872  1.77443  -0.39398  0.122
H  2.82684  -1.78445  -0.85287  0.091
H  1.77372  -1.51754  -2.18844  0.101
H  1.35903  -0.17762  1.19421  0.002
H  -2.35581  -0.61410  -0.12057  0.078
H  -2.83324  0.96427  -0.79443  0.074
H  -2.37216  0.83749  0.90017  0.081

Computed, not measured: a 2-piece molecular cluster, C4H7N3 overall at a distorted geometry, with ωB97M-V with the def2-TZVPD basis set.

Computed properties:
- Highest occupied orbital energy (alpha / beta): -0.337 / -0.276 hartree
- E: -8725.89859 eV
- Charge: 0
- HOMO-LUMO gap (alpha / beta): 9.22 / 7.28 eV
- 2S+1: 1

Last column: Löwdin charge in e.
Cartesian coordinates (Å):
C  -1.62703  -0.36085  1.38773  -0.040
C  -0.49029  0.38258  0.72851  -0.511
N  -0.08011  1.52999  0.86178  0.210
H  -2.29514  -0.78331  0.63328  0.082
H  -1.25364  -1.18083  2.00737  0.070
H  -2.18271  0.32515  2.02207  0.074
C  0.86416  -1.51533  0.00165  -0.016
C  1.08910  1.48867  -1.92752  -0.151
N  0.28974  -0.41339  -0.27769  -0.054
N  1.51464  0.99743  -0.85963  0.057
H  1.68385  -1.83885  -0.63237  0.076
H  1.82742  2.01847  -2.53844  0.064
H  0.05678  1.46461  -2.27864  0.066
H  0.60324  -2.11434  0.87190  0.074

Computed, not measured: one molecule with the formula C4H7N3 at a distorted geometry, with ωB97M-V with the def2-TZVPD basis set.

Computed properties:
- Highest occupied orbital energy: -0.345 hartree
- E: -8730.96530 eV
- Charge: 0
- HOMO-LUMO gap: 10.01 eV
- SMILES: [H]/N=C(\C#N)NCC
- 2S+1: 1

Last column: Löwdin charge in e.
Cartesian coordinates (Å):
H  3.22170  -0.06270  1.18396  0.048
N  2.32246  -0.51046  1.24143  0.122
C  1.44800  -0.14676  0.38088  -0.470
C  1.68799  0.72259  -0.77302  -0.128
N  1.92596  1.39842  -1.68209  0.168
N  0.19887  -0.63276  0.58657  0.014
C  -0.95787  -0.63665  -0.29554  -0.248
C  -1.82897  0.61340  -0.18741  -0.092
H  0.33234  -1.22411  1.40722  0.141
H  -0.64258  -0.77945  -1.33777  0.115
H  -1.55109  -1.51409  -0.03148  0.113
H  -1.26882  1.50538  -0.48754  0.068
H  -2.18545  0.75234  0.83837  0.074
H  -2.70257  0.51484  -0.84357  0.074

Computed, not measured: one molecule with the formula C4H7N3 at a distorted geometry, with ωB97M-V with the def2-TZVPD basis set.

Computed properties:
- Highest occupied orbital energy: -0.284 hartree
- E: -8728.40728 eV
- Charge: 0
- HOMO-LUMO gap: 8.48 eV
- SMILES: CN=c1[nH]cc[nH]1
- 2S+1: 1

Last column: Löwdin charge in e.
Cartesian coordinates (Å):
C  -2.31962  0.10270  0.00041  -0.195
N  -1.35049  -1.00262  -0.21343  0.005
C  -0.17768  -0.53347  -0.14498  -0.585
N  0.32030  0.71202  -0.04334  0.047
C  1.79728  0.76391  -0.05780  -0.100
C  2.22991  -0.46804  -0.14658  -0.115
N  1.01100  -1.20260  -0.10472  0.029
H  -2.02915  0.46542  1.10868  0.097
H  -3.49399  -0.08369  -0.02473  0.095
H  -2.17948  1.14905  -0.48919  0.054
H  -0.30066  1.43806  -0.71552  0.207
H  2.18490  1.79215  0.14377  0.118
H  3.13220  -0.87853  0.22945  0.101
H  1.17547  -2.25438  0.45797  0.244

Computed, not measured: one molecule with the formula C4H7N3 at a distorted geometry, with ωB97M-V with the def2-TZVPD basis set.

Computed properties:
- Highest occupied orbital energy: -0.291 hartree
- E: -8730.47602 eV
- Charge: 0
- HOMO-LUMO gap: 9.02 eV
- SMILES: CNc1cc[nH]n1
- 2S+1: 1

Last column: Löwdin charge in e.
Cartesian coordinates (Å):
C  2.05667  0.23646  0.34597  -0.115
N  1.24106  0.34639  -0.84371  -0.031
C  -0.07403  0.04827  -0.57802  -0.398
C  -0.53259  -0.63063  0.60359  -0.072
C  -1.89494  -0.47548  0.54513  -0.115
N  -2.16490  0.18220  -0.59326  -0.051
N  -1.06648  0.51654  -1.30885  0.075
H  1.30792  -0.16563  1.14824  0.078
H  2.81176  -0.53417  0.20987  0.064
H  2.64010  1.14272  0.60696  0.084
H  1.37633  1.12415  -1.47407  0.124
H  -0.07920  -1.45953  1.13942  0.103
H  -2.67699  -0.82813  1.20332  0.114
H  -3.06010  0.45740  -0.94423  0.139

Computed, not measured: C4H7N3 as an isolated structure at a distorted geometry, with ωB97M-V with the def2-TZVPD basis set.

Computed properties:
- Highest occupied orbital energy (alpha / beta): -0.313 / -0.313 hartree
- E: -8725.36278 eV
- Charge: 0
- HOMO-LUMO gap (alpha / beta): 8.26 / 8.26 eV
- 2S+1: 1

Last column: Löwdin charge in e.
Cartesian coordinates (Å):
C  1.44406  -1.02528  -0.15838  -0.026
N  -0.21918  0.80376  0.22606  -0.166
C  -0.48038  -0.49049  0.29565  -0.195
N  -1.20243  1.78901  0.44122  0.109
C  -1.47368  -1.34395  0.18349  0.027
C  1.07185  1.05561  -0.34108  -0.338
N  1.80937  1.92383  -0.64656  0.140
H  -1.60057  2.06969  -0.45170  0.100
H  -0.72190  2.59464  0.83485  0.100
H  1.37247  -1.77118  0.63723  0.034
H  2.47845  -0.68947  -0.12131  0.045
H  1.29600  -1.49124  -1.13196  0.047
H  -1.41176  -2.33343  0.61977  0.060
H  -2.36230  -1.09151  -0.38728  0.066

Computed, not measured: C4H7N3 as an isolated structure at a distorted geometry, with ωB97M-V with the def2-TZVPD basis set.

Computed properties:
- Highest occupied orbital energy: -0.314 hartree
- E: -8727.57888 eV
- Charge: 0
- HOMO-LUMO gap: 9.22 eV
- 2S+1: 1

Last column: Löwdin charge in e.
Cartesian coordinates (Å):
C  2.10179  0.16993  -0.17602  -0.021
N  0.83516  -0.26957  0.34652  -0.173
C  -0.23797  0.44294  0.63964  -0.178
C  -1.28191  -0.40971  0.91121  -0.240
C  -1.94278  0.19580  -0.46666  -0.069
N  -0.67808  -1.71095  0.81278  0.013
N  0.55484  -1.60133  0.52861  0.043
H  2.78374  -0.67105  -0.08460  0.087
H  2.46591  1.01982  0.40610  0.092
H  2.01264  0.45902  -1.22797  0.090
H  -0.26231  1.51912  0.62715  0.141
H  -2.43202  -0.70821  -0.76360  0.059
H  -2.58938  1.02367  -0.19726  0.065
H  -1.32961  0.54053  -1.35590  0.090

Computed, not measured: one molecule with the formula C4H7N3 at a distorted geometry, with ωB97M-V with the def2-TZVPD basis set.

Computed properties:
- Highest occupied orbital energy: -0.357 hartree
- E: -8731.00087 eV
- Charge: 0
- HOMO-LUMO gap: 10.31 eV
- SMILES: [H]/N=C(\C#N)NCC
- 2S+1: 1

Last column: Löwdin charge in e.
Cartesian coordinates (Å):
H  3.20123  -0.65120  -0.11690  0.055
N  2.46711  -0.91768  0.53498  0.137
C  1.37154  -0.34857  0.20277  -0.453
C  1.35094  0.48462  -1.00314  -0.156
N  1.45520  1.11657  -1.96695  0.173
N  0.24654  -0.43375  0.98268  0.021
C  -1.12962  -0.42999  0.48021  -0.243
C  -1.49036  0.77583  -0.37522  -0.099
H  0.40993  -1.07419  1.75396  0.137
H  -1.35700  -1.35967  -0.06113  0.115
H  -1.77183  -0.41342  1.36271  0.112
H  -0.88023  0.83631  -1.27162  0.034
H  -1.33854  1.70791  0.17498  0.085
H  -2.53490  0.70724  -0.69734  0.081

Computed, not measured: one molecule with the formula C4H7N3 at a distorted geometry, with ωB97M-V with the def2-TZVPD basis set.

Computed properties:
- Highest occupied orbital energy: -0.358 hartree
- E: -8731.24505 eV
- Charge: 0
- HOMO-LUMO gap: 10.52 eV
- SMILES: [H]/N=C(\C#N)NCC
- 2S+1: 1

Last column: Löwdin charge in e.
Cartesian coordinates (Å):
H  -1.76344  1.81505  -1.77843  0.060
N  -1.03964  1.48943  -1.14477  0.144
C  -1.18836  0.24887  -0.87193  -0.471
C  -2.31448  -0.52269  -1.40315  -0.136
N  -3.24931  -1.01116  -1.87955  0.156
N  -0.28756  -0.42564  -0.10212  0.018
C  0.77677  0.35484  0.51228  -0.268
C  1.80306  -0.51078  1.22226  -0.095
H  -0.55597  -1.30656  0.31083  0.139
H  1.24777  0.92893  -0.29085  0.111
H  0.34363  1.09431  1.20011  0.118
H  2.27240  -1.22219  0.53551  0.076
H  1.36679  -1.06630  2.06024  0.072
H  2.58832  0.13390  1.62956  0.076

Computed, not measured: C4H7N3 as an isolated structure at a distorted geometry, with ωB97M-V with the def2-TZVPD basis set.

Computed properties:
- Highest occupied orbital energy: -0.784 hartree
- E: -8709.54831 eV
- Charge: +2
- HOMO-LUMO gap: 10.87 eV
- 2S+1: 1

Last column: Löwdin charge in e.
Cartesian coordinates (Å):
C  2.55120  1.07842  0.21707  0.230
C  -0.16544  -0.27008  -0.41047  -0.417
C  0.40862  -1.56093  -0.18393  0.134
C  -0.81190  0.29394  0.78923  0.022
N  -0.60789  0.17040  -1.51157  0.275
N  1.64681  0.42795  -0.12574  0.151
N  0.69343  -2.66353  -0.02116  0.501
H  3.39451  1.61583  0.69771  0.150
H  -0.49192  -0.01233  1.78262  0.132
H  -1.89327  0.34792  0.65446  0.141
H  -0.62078  1.32017  0.86907  0.099
H  -0.88760  1.25604  -1.42750  0.265
H  -0.70698  -0.31029  -2.34210  0.143
H  0.87336  -3.62856  0.00186  0.174

> E of number 10 (C4H7N3)?

-8709.54831 eV